1.
{"formula": "C9H6FN3", "method": "ωB97M-V/def2-TZVPD", "elements": ["C", "C", "C", "C", "C", "C", "C", "C", "C", "H", "H", "H", "H", "H", "H", "N", "N", "N", "F"], "xyz": [[2.065, -0.483, 2.144], [1.156, 0.568, 2.351], [0.233, 0.751, 1.387], [0.190, -0.078, 0.252], [1.086, -1.032, 0.040], [2.127, -1.333, 1.010], [-0.947, 0.145, -0.846], [-2.257, -0.621, -2.440], [-2.615, 0.716, -2.774], [1.314, 1.109, 3.292], [-0.744, 1.442, 1.496], [0.952, -1.806, -0.876], [2.861, -2.163, 0.742], [-2.781, -1.515, -3.050], [-3.236, 0.978, -3.341], [-1.356, -0.870, -1.506], [-1.988, 1.788, -2.085], [-1.149, 1.478, -1.072], [2.983, -0.736, 3.071]], "mulliken_charge": [0.59, -0.78, -0.04, 0.52, 0.00, -0.66, 0.28, 0.00, -0.55, 0.41, 0.19, 0.19, 0.33, 0.28, 0.73, -0.43, -0.59, -0.16, -0.31], "molar_mass_g_mol": 175.17, "lumo_ev": -0.32, "smiles": "Fc1ccc(-c2nccnn2)cc1", "relative_energy_kcal_mol": 41.2, "fmax_ha_per_bohr": 0.3071, "homo_lumo_gap_ev": 8.844}

***

2.
{"formula": "C32H64Br4O14S7", "method": "ωB97M-V/def2-TZVPD", "elements": ["C", "C", "C", "S", "O", "O", "C", "H", "H", "H", "H", "H", "H", "H", "H", "C", "C", "C", "S", "O", "O", "C", "H", "H", "H", "H", "H", "H", "H", "H", "C", "C", "C", "S", "O", "O", "C", "H", "H", "H", "H", "H", "H", "H", "H", "C", "C", "C", "S", "O", "O", "C", "H", "H", "H", "H", "H", "H", "H", "H", "C", "C", "C", "S", "O", "O", "C", "H", "H", "H", "H", "H", "H", "H", "H", "C", "C", "C", "S", "O", "O", "C", "H", "H", "H", "H", "H", "H", "H", "H", "C", "C", "C", "S", "O", "O", "C", "H", "H", "H", "H", "H", "H", "H", "H", "Br", "C", "C", "Br", "H", "H", "H", "H", "Br", "C", "C", "Br", "H", "H", "H", "H"], "xyz": [[-5.566, 1.840, 0.184], [-4.885, 2.673, 1.294], [-5.921, 3.418, 2.100], [-7.058, 4.045, 0.768], [-6.464, 5.296, 0.289], [-8.446, 4.065, 1.185], [-6.718, 2.696, -0.399], [-5.892, 0.882, 0.585], [-4.883, 1.616, -0.630], [-4.135, 3.375, 0.908], [-4.192, 2.056, 1.872], [-5.537, 4.209, 2.733], [-6.527, 2.676, 2.626], [-6.343, 3.123, -1.326], [-7.627, 2.130, -0.581], [-3.666, 2.740, -5.300], [-2.200, 3.054, -5.136], [-1.746, 2.973, -3.704], [-2.470, 1.369, -3.209], [-2.937, 1.373, -1.841], [-1.644, 0.287, -3.720], [-3.899, 1.487, -4.374], [-4.017, 2.495, -6.301], [-4.386, 3.491, -4.975], [-2.002, 3.991, -5.670], [-1.518, 2.405, -5.701], [-2.160, 3.839, -3.174], [-0.688, 3.057, -3.460], [-4.667, 1.649, -3.617], [-3.994, 0.521, -4.859], [3.008, -4.596, 2.899], [3.394, -4.188, 4.319], [2.505, -3.008, 4.723], [1.031, -3.079, 3.740], [0.892, -2.019, 2.750], [-0.075, -3.394, 4.616], [1.483, -4.571, 2.821], [3.360, -5.600, 2.650], [3.477, -3.998, 2.109], [4.428, -3.858, 4.410], [3.266, -5.131, 4.852], [2.967, -2.050, 4.473], [2.252, -3.002, 5.780], [0.951, -4.651, 1.878], [1.115, -5.373, 3.468], [0.735, -3.480, -2.996], [0.384, -2.721, -1.700], [-0.996, -2.980, -1.273], [-1.241, -4.788, -1.667], [-2.611, -5.031, -2.040], [-0.499, -5.605, -0.724], [-0.234, -4.661, -3.219], [1.755, -3.876, -2.999], [0.836, -2.842, -3.874], [0.634, -1.672, -1.906], [1.090, -2.921, -0.887], [-1.785, -2.504, -1.856], [-1.135, -2.825, -0.205], [-0.930, -4.372, -4.007], [0.139, -5.649, -3.470], [-2.014, 1.139, 4.619], [-1.980, -0.425, 4.570], [-2.855, -0.870, 5.743], [-4.354, 0.148, 5.520], [-5.006, 0.492, 6.777], [-5.165, -0.297, 4.419], [-3.398, 1.607, 5.007], [-1.660, 1.406, 3.619], [-1.240, 1.481, 5.307], [-0.925, -0.680, 4.512], [-2.411, -0.711, 3.612], [-2.466, -0.564, 6.717], [-3.214, -1.884, 5.924], [-3.262, 2.280, 5.850], [-3.939, 2.087, 4.194], [0.956, -0.049, -5.039], [1.485, 0.740, -3.844], [2.733, -0.016, -3.404], [3.494, -0.832, -4.841], [3.465, -2.280, -4.705], [4.725, -0.165, -5.276], [2.118, -0.339, -5.943], [0.099, 0.411, -5.531], [0.509, -0.994, -4.713], [0.778, 0.975, -3.053], [1.824, 1.735, -4.162], [2.502, -0.681, -2.568], [3.564, 0.579, -3.013], [1.959, -1.085, -6.718], [2.491, 0.564, -6.434], [5.239, -0.634, 1.315], [5.342, -0.187, -0.168], [6.678, -0.598, -0.733], [7.777, -1.063, 0.591], [8.394, 0.067, 1.246], [8.520, -2.267, 0.231], [6.384, -1.627, 1.614], [4.292, -1.129, 1.519], [5.362, 0.241, 1.951], [5.200, 0.896, -0.170], [4.448, -0.527, -0.691], [7.151, 0.137, -1.383], [6.591, -1.543, -1.272], [6.873, -1.846, 2.566], [6.144, -2.642, 1.285], [2.039, 0.978, 0.300], [0.374, 0.361, 1.111], [-0.836, 0.808, 0.357], [-2.463, -0.184, 0.921], [0.391, 0.639, 2.159], [0.379, -0.722, 1.028], [-0.656, 0.711, -0.713], [-1.089, 1.857, 0.504], [0.540, 4.300, 2.020], [2.060, 5.476, 1.550], [3.102, 4.701, 0.769], [4.637, 4.373, 1.972], [2.320, 5.929, 2.496], [1.657, 6.252, 0.900], [3.521, 5.339, -0.005], [2.808, 3.746, 0.353]], "mulliken_charge": [0.10, 0.37, -0.98, 1.16, -0.68, -0.67, -0.74, 0.42, -0.40, 0.26, -0.38, 0.53, 0.39, 0.34, 0.36, -0.64, -0.47, -0.66, 0.87, -0.55, -0.61, -0.73, 0.32, 0.34, 0.44, 0.10, 0.40, 0.41, 0.24, 0.45, -0.40, -0.58, -0.82, 1.04, -0.33, -0.73, -0.73, 0.47, 0.04, 0.33, 0.29, 0.39, 0.40, 0.33, 0.30, -0.37, 0.76, -0.55, 1.11, -0.68, -0.63, -0.91, 0.36, -0.11, -0.58, 0.27, 0.02, 0.36, 0.36, 0.46, -0.34, 0.31, -0.92, 1.18, -0.70, -0.59, -0.18, -0.17, 0.47, -0.08, -0.05, 0.34, 0.47, 0.36, -0.21, 0.03, 0.22, -0.03, 1.09, -0.59, -0.69, -1.13, 0.33, -0.12, -0.60, 0.44, -0.23, 0.42, 0.48, 0.42, -0.26, 0.39, -0.82, 1.08, -0.64, -0.66, -0.95, 0.12, 0.30, 0.19, -0.45, 0.50, 0.35, 0.56, 0.27, -0.06, 0.12, 0.13, -0.19, 0.30, -0.22, -0.38, 0.47, -0.12, -0.53, -0.16, -0.16, 0.39, 0.30, 0.36, -0.11], "molar_mass_g_mol": 1216.93, "lumo_ev": -0.30, "smiles": "O=S1(=O)CCCC1.O=S1(=O)CCCC1.O=S1(=O)CCCC1.O=S1(=O)CCCC1.O=S1(=O)CCCC1.O=S1(=O)CCCC1.O=S1(=O)CCCC1.BrCCBr.BrCCBr", "relative_energy_kcal_mol": 53.1, "fmax_ha_per_bohr": 0.0540, "homo_lumo_gap_ev": 9.898}